(1)
Computed, not measured: a molecular structure, C6H10DyO6 at a distorted geometry, with ωB97M-V/def2-TZVPD.

Geometry (Å):
1 O 0.827 2.435 0.712
2 C 1.696 1.661 0.431
3 O 1.675 0.328 0.435
4 C 0.770 -0.343 1.357
5 C 0.438 -1.731 0.856
6 C -0.165 -1.863 -0.552
7 C -0.914 -0.670 -1.108
8 O -1.943 -0.267 -0.192
9 C -2.494 0.916 -0.400
10 O -2.254 1.659 -1.321
11 O -3.358 1.161 0.578
12 H -0.116 0.294 1.448
13 H 1.289 -0.396 2.321
14 H -0.267 -2.124 1.602
15 H 1.333 -2.365 0.920
16 H -0.819 -2.746 -0.568
17 H 0.632 -2.072 -1.282
18 H -1.382 -0.931 -2.066
19 H -0.251 0.186 -1.280
20 H -3.785 2.012 0.420
21 Dy 4.083 -0.019 -1.017
22 O 2.629 1.979 -0.476
23 H 2.376 2.896 -0.819

Forces on the atoms, in the same order (eV/Å):
1.5 -1.0 1.0
-4.5 0.8 -1.1
2.0 -0.5 0.2
-0.8 -0.4 0.9
0.0 0.0 0.1
-0.2 -0.2 -0.1
-0.4 0.3 -0.2
0.7 -1.1 0.4
-0.6 1.3 -0.6
0.3 -0.4 0.2
0.1 -0.3 0.2
0.2 -0.1 -0.1
-0.2 0.1 -0.2
0.2 0.1 -0.2
-0.2 0.0 0.1
0.2 0.2 0.0
-0.1 0.0 0.0
0.2 0.1 0.2
-0.1 0.0 0.0
0.0 0.1 -0.1
-1.1 0.5 0.5
2.2 1.6 -1.7
0.7 -1.1 0.5

Calculated values
Spin multiplicity: 7
DFT total energy (eV): -42735.11084
Expectation value of S²: 12.015
Frontier orbital gap (alpha / beta) (hartree): 0.233 / 0.196
HOMO level (alpha / beta) (eV): -15.7535 / -15.7535
Total charge: +2



(2)
Computed, not measured: a molecular structure, C32H43N6O2PPdTe at a distorted geometry, with ωB97M-V/def2-TZVPD.

Geometry (Å):
1 Pd -0.241 0.832 1.356
2 Te -2.255 -1.049 0.895
3 C -2.175 -1.599 2.914
4 C -1.739 -2.866 3.285
5 C -1.606 -3.168 4.632
6 C -1.902 -2.214 5.597
7 C -2.347 -0.953 5.221
8 C -2.484 -0.640 3.878
9 C -2.147 -3.001 0.158
10 C -3.344 -3.707 0.138
11 C -3.326 -5.026 -0.297
12 C -2.135 -5.611 -0.705
13 C -0.950 -4.886 -0.686
14 C -0.948 -3.567 -0.254
15 H -1.508 -3.618 2.542
16 H -1.273 -4.154 4.927
17 H -1.798 -2.459 6.646
18 H -2.599 -0.217 5.973
19 H -2.850 0.340 3.597
20 H -4.275 -3.257 0.459
21 H -4.247 -5.594 -0.317
22 H -2.130 -6.638 -1.043
23 H -0.026 -5.348 -1.006
24 H -0.025 -3.000 -0.234
25 N -0.468 6.171 4.903
26 C -1.060 5.388 4.307
27 C -1.772 4.402 3.534
28 C -3.154 4.419 3.400
29 C -3.749 3.438 2.624
30 C -2.953 2.476 2.030
31 N -1.621 2.444 2.173
32 C -1.049 3.398 2.906
33 H -3.741 5.184 3.890
34 H -4.819 3.416 2.477
35 H -3.395 1.712 1.402
36 H 0.028 3.372 3.007
37 C -0.162 3.703 -0.986
38 C -1.090 2.578 -1.347
39 N -1.811 2.726 -2.459
40 O -1.195 1.550 -0.659
41 H -0.710 4.642 -0.900
42 H 0.596 3.832 -1.761
43 H 0.325 3.483 -0.039
44 H -1.734 3.551 -3.031
45 H -2.443 1.997 -2.749
46 O 0.795 -1.015 2.223
47 P 2.168 -0.530 1.811
48 N 1.853 0.362 0.377
49 C 1.566 -0.514 -0.814
50 C 1.913 0.362 -2.004
51 C 3.147 1.115 -1.521
52 C 2.847 1.412 -0.053
53 N 3.188 -1.756 1.553
54 C 2.790 -3.179 1.719
55 C 4.111 -3.922 1.991
56 C 5.148 -2.832 2.281
57 C 4.659 -1.639 1.473
58 N 2.954 0.527 2.787
59 C 2.349 1.833 3.122
60 C 1.570 1.578 4.408
61 C 2.478 0.604 5.175
62 C 3.388 -0.039 4.106
63 H 0.528 -0.841 -0.808
64 H 2.214 -1.395 -0.786
65 H 1.094 1.052 -2.217
66 H 2.099 -0.232 -2.898
67 H 3.340 2.027 -2.083
68 H 4.030 0.479 -1.606
69 H 2.395 2.397 0.069
70 H 3.735 1.378 0.574
71 H 2.308 -3.549 0.812
72 H 2.076 -3.271 2.536
73 H 4.407 -4.501 1.116
74 H 4.007 -4.616 2.822
75 H 6.152 -3.132 1.987
76 H 5.171 -2.584 3.343
77 H 4.987 -1.712 0.432
78 H 4.987 -0.679 1.867
79 H 1.753 2.211 2.286
80 H 3.156 2.551 3.287
81 H 0.613 1.098 4.176
82 H 1.373 2.492 4.968
83 H 1.902 -0.143 5.717
84 H 3.087 1.143 5.900
85 H 3.327 -1.125 4.091
86 H 4.431 0.233 4.267

Forces on the atoms, in the same order (eV/Å):
-0.2 0.4 -0.9
-0.3 0.1 0.5
0.1 0.0 0.0
0.0 0.0 0.0
0.0 0.0 0.0
0.0 0.0 0.0
0.0 0.0 0.0
0.0 0.0 0.0
0.2 0.1 -0.1
0.1 -0.2 -0.1
0.0 0.0 0.0
0.0 0.0 0.0
0.0 0.0 0.0
0.0 -0.1 0.0
0.0 0.0 0.0
0.0 0.0 0.0
0.0 0.0 0.0
0.0 0.0 0.0
0.0 0.0 0.0
0.0 0.0 0.0
0.0 0.0 0.0
0.0 0.0 0.0
0.0 0.0 0.0
0.0 0.0 0.1
0.0 0.0 0.0
-0.1 -0.1 -0.1
0.1 0.2 0.1
-0.1 0.0 0.0
0.0 0.0 0.0
0.1 0.1 -0.1
-0.1 -0.4 0.3
0.1 -0.1 0.0
0.0 0.0 0.0
0.0 0.0 0.0
0.0 0.0 0.0
0.0 0.0 0.0
0.0 0.0 0.0
0.0 0.1 0.0
0.0 0.0 0.0
0.1 0.0 0.1
0.0 0.0 0.0
0.0 0.0 0.0
0.0 0.0 0.0
0.0 0.0 0.0
0.0 0.0 0.0
0.2 0.1 0.1
0.0 -0.1 -0.3
0.1 -0.1 0.2
0.1 0.1 0.1
0.0 0.0 0.0
0.0 0.0 0.0
-0.2 -0.1 -0.1
0.0 -0.3 0.2
0.1 0.1 -0.1
0.0 0.0 0.0
0.0 0.0 0.0
-0.1 0.0 -0.1
-0.1 0.1 0.5
0.1 -0.1 -0.1
0.0 0.0 0.0
0.0 0.0 0.0
0.0 0.1 -0.1
0.0 0.0 0.0
0.0 0.0 0.0
0.0 0.0 0.0
0.0 0.0 0.0
0.0 0.0 0.0
0.0 0.0 0.0
0.0 0.0 0.0
0.0 0.0 0.0
0.0 0.0 0.0
0.0 0.0 0.0
0.0 0.0 0.0
0.0 0.0 0.0
0.0 0.0 0.0
0.0 0.0 0.0
0.0 0.0 0.0
0.0 0.0 0.0
0.0 0.0 0.0
0.0 0.0 0.0
0.0 0.0 0.0
0.0 0.0 0.0
0.0 0.0 0.0
0.0 0.0 0.0
0.0 0.0 0.0
0.0 0.0 0.0

Calculated values
Spin multiplicity: 3
ΔE to the lowest compared entry with this formula, charge and spin (kcal/mol): 7.7
DFT total energy (eV): -66967.45243
Expectation value of S²: 2.014
Frontier orbital gap (alpha / beta) (hartree): 0.312 / 0.231
HOMO level (alpha / beta) (eV): -13.6687 / -13.9945
Total charge: +2



Look up the DFT total energy of the first one.
-42735.11084 eV



What is the expectation value of S² in the second record?
2.014



The lowest spin multiplicity belongs to which entry?
C32H43N6O2PPdTe



Among the records above, which one has the highest spin multiplicity?
C6H10DyO6